C3H8S | wB97M-V/def2-TZVPD

As for the strongest force on any atom: 3.64 eV/Å. For the frontier orbital gap, the calculation gives 0.238 Eh. The highest occupied orbital energy is -9.6 eV. The LUMO energy is -0.117 hartree.

Last column: Löwdin charge in e.
Geometry (Å):
C: 1.360495 0.899573 0.921048  -0.13
C: 1.538567 -0.357544 0.012737  -0.32
C: 0.737036 -0.415254 -1.301012  -0.13
S: -1.956531 -0.085234 0.200133  0.16
H: 0.783734 0.706782 1.834336  0.05
H: 2.425983 1.255868 1.263375  0.10
H: 0.871719 1.681104 0.455648  0.02
H: 1.257088 -1.242525 0.531072  0.08
H: 2.615399 -0.567475 -0.209373  0.11
H: -0.340534 -0.346402 -1.051792  -0.12
H: 0.951106 -1.348136 -1.880082  0.10
H: 0.923406 0.463879 -1.941958  0.09

Force components x, y, z for each atom (eV/Å):
2.98 -1.56 1.37
0.64 0.16 -0.50
1.23 0.49 0.11
0.60 -0.12 -0.48
0.20 -0.27 -0.27
-2.07 -0.48 -0.62
-0.84 1.71 -1.27
-0.34 -0.69 0.82
-0.72 0.57 -0.04
-1.00 -0.19 0.09
-0.54 0.74 0.58
-0.14 -0.35 0.20


C3H8S | wB97M-V/def2-TZVPD

As for the strongest force on any atom: 4.44 eV/Å. For the frontier orbital gap, the calculation gives 0.310 Eh. The highest occupied orbital energy is -9.0 eV. The LUMO energy is -0.019 hartree.

Last column: Löwdin charge in e.
Geometry (Å):
C: 1.229294 0.838150 -1.041961  -0.19
C: 1.183315 0.381474 0.404649  -0.37
C: 0.160600 -0.707101 0.751537  -0.67
S: -1.437641 -0.317992 0.042701  0.59
H: 1.332319 0.052473 -1.781618  0.06
H: 0.407890 1.557218 -1.285172  0.07
H: 2.097902 1.501759 -1.199684  0.07
H: 1.107557 1.277692 1.054842  0.11
H: 2.151440 -0.061264 0.638983  0.10
H: 0.536353 -1.673270 0.420688  0.06
H: 0.014239 -0.670097 1.850072  0.07
H: -0.918319 -1.156972 -1.618096  0.11

Force components x, y, z for each atom (eV/Å):
0.10 1.88 -0.27
0.73 0.07 0.18
0.31 1.25 0.60
0.57 -2.34 -3.73
-0.33 -0.23 -0.05
0.20 -1.11 0.04
0.05 -0.43 0.26
-0.29 -0.55 -0.27
0.26 0.07 0.14
-0.31 -0.07 0.23
0.08 -0.45 -0.53
-1.38 1.93 3.40


C3H8S2 | wB97M-V/def2-TZVPD

As for the strongest force on any atom: 1.09 eV/Å. For the frontier orbital gap, the calculation gives 0.336 Eh. The highest occupied orbital energy is -8.3 eV. The LUMO energy is 0.032 hartree.

Last column: Löwdin charge in e.
Geometry (Å):
C: 0.133170 -0.772582 -2.648139  -0.19
C: -0.304278 -1.024315 -1.208767  -0.60
S: -0.563964 0.595751 -0.439932  0.46
S: -0.286910 0.424165 1.572581  0.41
C: 1.411742 -0.191820 1.738758  -0.47
H: 1.071171 -0.221042 -2.700516  0.07
H: -0.603731 -0.279365 -3.282335  0.07
H: 0.334831 -1.756190 -3.064313  0.07
H: -1.163452 -1.691653 -1.187344  0.07
H: 0.532904 -1.499109 -0.698791  0.05
H: 1.545420 -0.836413 2.603151  0.03
H: 1.755222 -0.716777 0.853667  0.01
H: 2.042152 0.681828 1.922677  0.02

Force components x, y, z for each atom (eV/Å):
0.22 -0.42 -0.09
0.31 0.20 -0.07
0.11 0.42 -0.24
-0.33 -0.89 0.20
0.56 0.92 0.17
-0.09 0.16 0.11
-0.08 0.03 0.20
-0.03 -0.11 -0.34
-0.15 0.17 0.25
-0.13 -0.13 0.11
-0.46 -0.17 0.04
-0.09 0.01 -0.07
0.17 -0.17 -0.26


C3H8S2 | wB97M-V/def2-TZVPD

As for the strongest force on any atom: 0.62 eV/Å. For the frontier orbital gap, the calculation gives 0.359 Eh. The highest occupied orbital energy is -8.9 eV. The LUMO energy is 0.031 hartree.

Last column: Löwdin charge in e.
Geometry (Å):
C: 0.022677 -0.403712 2.262395  -0.18
C: 0.949725 0.425823 1.417770  -0.62
S: 1.040786 -0.067143 -0.334653  0.47
S: -0.764948 0.550276 -1.079941  0.43
C: -1.849182 -0.864900 -0.939731  -0.50
H: 0.406882 -1.422416 2.326681  0.07
H: -0.980403 -0.485688 1.843733  0.04
H: -0.046770 0.021517 3.264873  0.07
H: 0.712166 1.481686 1.420127  0.06
H: 1.981591 0.301684 1.780258  0.07
H: -2.177111 -1.080711 0.076630  0.02
H: -2.724280 -0.586344 -1.530602  0.03
H: -1.430526 -1.764169 -1.391706  0.03

Force components x, y, z for each atom (eV/Å):
-0.18 -0.37 0.09
0.50 -0.08 -0.34
-0.17 -0.06 0.02
0.42 0.21 0.09
-0.44 -0.41 -0.13
0.00 -0.01 0.14
0.01 0.27 0.02
-0.05 -0.10 0.03
-0.08 0.21 0.15
-0.20 0.16 -0.14
0.12 0.08 -0.03
-0.06 -0.02 0.05
0.14 0.12 0.06


C3H8Si | wB97M-V/def2-TZVPD

As for the strongest force on any atom: 6.57 eV/Å. For the frontier orbital gap, the calculation gives 0.370 Eh. The highest occupied orbital energy is -9.2 eV. The LUMO energy is 0.033 hartree.

Last column: Löwdin charge in e.
Geometry (Å):
C: -0.943957 -1.503567 0.267407  0.00
C: -0.319223 -0.169726 0.054757  -0.47
C: -1.069558 1.083992 -0.095138  -0.17
Si: 1.628741 -0.087754 -0.084561  0.66
H: -0.355245 -2.404829 0.419660  0.02
H: -1.937857 -1.417073 0.785726  0.06
H: -0.610340 1.635609 -0.841955  0.04
H: -1.010643 1.494332 0.890241  0.08
H: -2.120716 0.973669 -0.452597  0.10
H: 2.311319 0.354868 -1.248996  -0.11
H: 2.258964 -1.446432 0.146218  -0.07
H: 2.151303 0.600527 1.006588  -0.12

Force components x, y, z for each atom (eV/Å):
1.60 5.84 1.03
-0.26 -6.55 -0.43
-1.84 -1.41 0.49
-1.38 -2.67 0.18
-0.03 0.24 -0.20
0.62 -0.52 -1.22
1.01 1.70 -1.07
-0.27 1.24 0.43
0.60 -0.19 0.70
0.07 0.71 -1.20
-0.58 0.25 -0.17
0.46 1.37 1.47


C3H9BIOP | wB97M-V/def2-TZVPD

As for the strongest force on any atom: 3.47 eV/Å. For the frontier orbital gap, the calculation gives 0.283 Eh. The highest occupied orbital energy is -8.8 eV. The LUMO energy is -0.038 hartree.

Last column: Löwdin charge in e.
Geometry (Å):
B: 0.614415 -1.073285 -0.135445  -0.62
C: -0.030439 -1.459002 -1.540614  -0.04
C: 2.039175 -0.196118 -0.046497  -0.05
C: -0.629519 1.638853 0.889745  -0.86
O: -0.005461 -1.235583 1.040511  0.10
P: -2.120795 1.429164 1.720647  0.67
I: -0.805104 2.257862 -1.182172  0.69
H: -0.601012 -2.420907 -1.463852  0.07
H: 0.603893 -1.325556 -2.390898  0.05
H: -0.763448 -0.619756 -1.635530  0.00
H: 1.984390 0.389652 0.849424  0.02
H: 2.056340 0.557058 -0.811622  0.01
H: 3.066068 -0.660398 -0.077267  0.07
H: -0.825498 -1.742621 0.929711  0.11
H: -1.534376 2.276807 2.680819  -0.06
H: -3.048631 2.183831 1.173041  -0.16

Force components x, y, z for each atom (eV/Å):
2.91 1.20 -1.47
-1.30 0.26 1.69
-0.46 -1.12 0.03
0.77 0.47 -1.83
-0.99 -0.80 0.54
1.58 -1.45 1.38
-0.05 -0.25 1.11
0.50 0.74 -0.56
0.49 -0.50 -0.45
0.07 -0.73 -0.08
0.07 0.17 0.82
-0.07 0.29 -0.81
-1.25 -0.08 0.00
0.15 0.19 0.23
-0.51 0.00 0.46
-1.90 1.62 -1.05